(1)
The following is a quantum chemistry calculation of a structure of composition C59H48FGeN2P3Pd, from the OMol25 dataset.

The calculation puts the LUMO energy at -0.2363 hartree. Its charge is +2. The value obtained for the relative energy (zero: lowest compared OMol25 entry of this formula, charge and spin) is 45.7 kJ/mol. The value obtained for the orbital gap is 6.212 eV. The value obtained for the total energy is -155511.132 eV.

Last column: Mulliken charge in e.
Positions of all 115 atoms, in Å:
Pd1 0.209 0.653 0.684  -0.64
F1 3.442 3.412 3.766  -0.51
Ge1 2.399 2.467 2.676  2.01
C1 3.864 1.350 1.975  -0.70
C2 5.128 1.585 2.541  -0.11
C3 6.264 0.956 2.058  -0.95
C4 6.187 0.100 0.971  -0.92
C5 4.957 -0.143 0.397  -0.80
C6 3.800 0.446 0.922  0.33
P1 2.292 0.012 0.080  2.28
C7 2.065 -1.778 0.121  0.55
C8 3.045 -2.662 0.559  -1.01
C9 2.815 -4.030 0.508  -0.66
C10 1.608 -4.521 0.044  -0.94
C11 0.621 -3.643 -0.385  -0.53
C12 0.854 -2.281 -0.352  -0.01
C13 2.624 0.429 -1.640  0.87
C14 2.498 -0.507 -2.665  -0.54
C15 2.888 -0.172 -3.954  -0.85
C16 3.398 1.088 -4.219  -0.87
C17 3.517 2.025 -3.201  -0.52
C18 3.129 1.701 -1.916  -0.35
C19 1.309 1.680 4.139  -0.96
C20 1.538 2.330 5.367  -0.10
C21 1.071 1.826 6.569  -0.96
C22 0.381 0.628 6.601  -0.80
C23 0.122 -0.018 5.411  -0.38
C24 0.546 0.504 4.186  0.19
P2 -0.080 -0.468 2.782  2.40
C25 -1.873 -0.454 3.074  1.19
C26 -2.684 -1.449 2.523  -0.98
C27 -4.046 -1.458 2.763  -1.03
C28 -4.625 -0.448 3.522  -0.81
C29 -3.838 0.574 4.027  -0.83
C30 -2.466 0.569 3.813  -0.78
C31 0.523 -2.131 3.207  0.86
C32 1.893 -2.211 3.467  -0.47
C33 2.450 -3.380 3.949  -0.66
C34 1.649 -4.493 4.163  -0.74
C35 0.291 -4.426 3.897  -0.81
C36 -0.275 -3.247 3.433  -0.56
C37 1.866 4.022 1.530  -1.52
C38 2.458 5.215 1.982  -0.02
C39 2.212 6.447 1.395  -1.02
C40 1.335 6.548 0.337  -1.02
C41 0.739 5.397 -0.136  -0.67
C42 1.015 4.139 0.411  0.72
P3 0.081 2.806 -0.366  2.57
C43 0.321 2.789 -2.173  1.20
C44 0.852 3.843 -2.915  -0.77
C45 0.899 3.774 -4.298  -0.92
C46 0.422 2.653 -4.960  -0.96
C47 -0.078 1.584 -4.230  -1.01
C48 -0.118 1.650 -2.849  0.13
C49 -1.634 3.345 -0.148  0.31
C50 -2.061 4.322 0.661  -0.14
C51 -3.500 4.559 0.866  -0.90
C52 -4.450 3.802 0.313  -1.39
C53 -4.135 2.639 -0.576  0.38
C54 -2.617 2.369 -0.684  -0.57
H1 5.229 2.277 3.357  0.56
H2 7.219 1.160 2.519  0.48
H3 7.075 -0.364 0.569  0.48
H4 4.895 -0.785 -0.473  0.63
H5 3.982 -2.297 0.953  0.54
H6 3.581 -4.712 0.848  0.44
H7 1.435 -5.587 0.014  0.43
H8 -0.321 -4.024 -0.754  0.53
H9 0.094 -1.596 -0.708  -0.42
H10 2.128 -1.500 -2.466  0.40
H11 2.808 -0.903 -4.745  0.53
H12 3.712 1.341 -5.221  0.45
H13 3.919 3.006 -3.411  0.56
H14 3.243 2.431 -1.121  0.28
H15 2.113 3.238 5.391  0.61
H16 1.274 2.364 7.484  0.44
H17 0.042 0.207 7.535  0.49
H18 -0.436 -0.946 5.431  0.39
H19 -2.252 -2.224 1.904  0.43
H20 -4.655 -2.255 2.359  0.50
H21 -5.688 -0.460 3.718  0.48
H22 -4.284 1.366 4.611  0.49
H23 -1.864 1.360 4.236  0.45
H24 2.526 -1.341 3.329  0.17
H25 3.507 -3.420 4.166  0.50
H26 2.081 -5.404 4.550  0.42
H27 -0.341 -5.282 4.077  0.51
H28 -1.345 -3.210 3.291  0.54
H29 3.125 5.191 2.823  0.57
H30 2.696 7.328 1.790  0.45
H31 1.110 7.505 -0.111  0.48
H32 0.021 5.482 -0.941  0.70
H33 1.256 4.718 -2.432  0.46
H34 1.311 4.601 -4.858  0.48
H35 0.453 2.605 -6.038  0.44
H36 -0.427 0.694 -4.735  0.51
H37 -0.496 0.796 -2.286  -0.17
H38 -1.366 4.961 1.187  0.43
H39 -3.780 5.398 1.487  0.49
H40 -5.491 4.040 0.485  0.44
H41 -4.647 2.728 -1.535  0.70
H42 -2.342 2.004 -1.677  -0.01
N1 -6.004 0.078 -1.151  -0.35
C55 -4.713 0.113 -0.797  -0.14
C56 -3.791 -0.817 -1.189  -1.98
C57 -2.439 -0.780 -0.724  -0.55
N2 -1.912 0.118 0.041  2.44
C58 -2.772 1.238 0.332  -0.99
C59 -4.297 1.233 0.100  -0.52
H43 -6.369 -0.653 -1.738  0.24
H44 -6.650 0.778 -0.832  0.21
H45 -4.080 -1.641 -1.823  0.43
H46 -1.806 -1.603 -1.038  0.44
H47 -2.553 1.605 1.341  0.16
H48 -4.904 1.238 1.008  0.98

=====

(2)
The following is a quantum chemistry calculation of a structure of composition C59H52AsIrNO2PS, from the OMol25 dataset.

The calculation puts the LUMO energy (alpha / beta) at -0.1767 / -0.1977 hartree. Its charge is +1. The value obtained for the relative energy (zero: lowest compared OMol25 entry of this formula, charge and spin) is 225.0 kJ/mol. The value obtained for the orbital gap (alpha / beta) is 3.704 / 3.205 eV. As for the spin multiplicity: 2. The value obtained for the total energy is -151408.501 eV.

Last column: Löwdin spin population.
Positions of all 118 atoms, in Å:
Ir1 -0.243 -0.380 -0.307  0.68
O1 2.459 -0.109 -0.613  0.06
C1 3.036 0.902 -1.404  0.00
C2 1.879 1.729 -2.004  0.00
C3 1.090 2.504 -0.978  0.01
C4 1.414 3.834 -0.766  0.00
C5 0.768 4.561 0.218  0.00
C6 -0.179 3.916 0.982  0.00
C7 -0.485 2.587 0.716  0.00
C8 -1.440 1.861 1.601  0.00
C9 -0.697 0.804 2.457  0.00
O2 0.083 -0.040 1.663  0.03
C10 -1.691 -0.047 3.260  0.00
C11 -3.061 0.176 3.307  0.00
C12 -3.892 -0.663 4.047  0.00
C13 -3.364 -1.733 4.745  0.00
C14 -1.990 -1.959 4.712  0.00
C15 -1.167 -1.121 3.981  0.00
C16 0.223 1.572 3.413  0.00
C17 -0.288 2.192 4.549  0.00
C18 0.528 2.970 5.357  0.00
C19 1.867 3.142 5.034  0.00
C20 2.383 2.526 3.904  0.00
C21 1.566 1.742 3.098  0.00
N1 0.105 1.896 -0.278  0.02
C22 3.824 0.050 -2.545  -0.01
C23 4.957 0.777 -3.147  -0.04
C24 5.032 1.038 -4.474  0.00
C25 4.004 0.602 -5.342  -0.06
C26 2.932 -0.151 -4.867  0.00
C27 2.858 -0.460 -3.537  -0.03
C28 4.008 1.751 -0.595  0.00
C29 4.348 1.384 0.701  0.00
C30 5.237 2.152 1.446  0.00
C31 5.786 3.302 0.907  0.00
C32 5.443 3.684 -0.385  0.00
C33 4.564 2.915 -1.127  0.00
H1 1.214 1.053 -2.537  0.00
H2 2.295 2.433 -2.727  0.00
H3 2.186 4.291 -1.369  0.00
H4 1.016 5.599 0.394  0.00
H5 -0.685 4.414 1.798  0.00
H6 -2.186 1.353 0.998  0.00
H7 -1.958 2.572 2.245  0.00
H8 -3.511 1.008 2.780  0.00
H9 -4.957 -0.470 4.070  0.00
H10 -4.010 -2.383 5.322  0.00
H11 -1.564 -2.783 5.272  0.00
H12 -0.096 -1.282 3.968  0.00
H13 -1.332 2.056 4.811  0.00
H14 0.119 3.440 6.242  0.00
H15 2.504 3.749 5.664  0.00
H16 3.425 2.661 3.642  0.00
H17 1.953 1.257 2.213  0.00
H18 5.742 1.112 -2.481  0.00
H19 5.878 1.575 -4.882  0.00
H20 4.075 0.831 -6.398  0.00
H21 2.178 -0.521 -5.549  0.00
H22 2.072 -1.111 -3.186  -0.01
H23 3.897 0.511 1.150  0.00
H24 5.493 1.846 2.452  0.00
H25 6.474 3.902 1.487  0.00
H26 5.862 4.586 -0.813  0.00
H27 4.314 3.226 -2.135  0.00
S1 -0.265 -0.945 -2.580  0.09
C34 -1.858 -0.648 -3.281  0.01
C35 -1.981 -0.564 -4.667  0.01
C36 -3.228 -0.397 -5.248  0.00
C37 -4.367 -0.314 -4.457  0.01
C38 -4.250 -0.400 -3.078  0.00
C39 -3.003 -0.570 -2.488  0.01
As1 -2.742 -0.705 -0.580  0.08
C40 -3.267 -2.516 -0.154  0.00
C41 -3.214 -2.904 1.184  0.00
C42 -3.564 -4.197 1.545  0.00
C43 -3.935 -5.114 0.569  0.00
C44 -3.970 -4.733 -0.765  0.00
C45 -3.646 -3.431 -1.128  0.00
C46 -4.302 0.301 0.015  0.03
C47 -4.340 1.662 -0.280  0.01
C48 -5.409 2.440 0.136  0.00
C49 -6.450 1.861 0.853  0.01
C50 -6.420 0.504 1.138  0.00
C51 -5.348 -0.276 0.723  0.01
H28 -1.094 -0.629 -5.286  0.00
H29 -3.312 -0.326 -6.325  0.00
H30 -5.340 -0.182 -4.912  0.00
H31 -5.135 -0.334 -2.456  0.00
H32 -2.901 -2.198 1.947  0.00
H33 -3.538 -4.488 2.587  0.00
H34 -4.198 -6.126 0.849  0.00
H35 -4.260 -5.447 -1.525  0.00
H36 -3.689 -3.133 -2.169  0.00
H37 -3.534 2.120 -0.846  0.00
H38 -5.433 3.496 -0.100  0.00
H39 -7.284 2.466 1.181  0.00
H40 -7.234 0.046 1.686  0.00
H41 -5.333 -1.333 0.955  0.00
C52 -0.171 -3.980 -0.490  0.00
P1 0.635 -2.437 0.000  0.03
C53 1.174 -2.760 1.705  0.00
C54 2.223 -2.478 -0.914  0.01
C55 2.563 -3.429 -1.787  0.01
C56 3.840 -3.410 -2.510  0.00
C57 4.656 -2.361 -2.458  0.01
C58 4.318 -1.145 -1.647  0.00
C59 3.184 -1.342 -0.626  0.00
H42 -0.551 -3.902 -1.509  0.00
H43 -1.017 -4.141 0.178  0.00
H44 0.514 -4.824 -0.405  0.00
H45 1.864 -3.605 1.725  0.00
H46 0.296 -2.985 2.310  0.00
H47 1.630 -1.862 2.119  0.00
H48 1.892 -4.254 -1.987  0.00
H49 4.095 -4.268 -3.119  0.00
H50 5.577 -2.341 -3.030  0.00
H51 5.209 -0.798 -1.121  0.00
H52 3.617 -1.494 0.370  0.00

=====

Look up the charge of the second one. +1